No. 1
13
Properties=species:S:1:pos:R:3:mulliken_charge:R:1 method="wB97M-V/def2-TZVPD" total_charge=+1 relative_energy_ev=4.0424 spin_multiplicity=1 homo_lumo_gap_ha=0.292
C 2.05 -0.48 -1.06 -0.3044
C 0.02 0.40 -1.35 -0.1282
C 0.34 0.47 0.08 -0.0559
C -0.88 -0.31 1.12 -0.9332
N 0.97 -0.27 -1.98 0.0627
N 1.65 -0.15 0.11 0.0215
H -0.70 1.01 -1.93 0.3935
H 0.54 1.48 0.31 0.3527
H -0.81 -1.42 0.88 0.3368
H -1.97 -0.09 0.83 0.3341
H -0.77 0.04 2.12 0.3424
H 1.13 -0.26 -3.03 0.3514
H 2.33 -0.24 0.87 0.2264


No. 2
20
Properties=species:S:1:pos:R:3:mulliken_charge:R:1 method="wB97M-V/def2-TZVPD" total_charge=0 relative_energy_ev=2.1168 spin_multiplicity=2 s_squared=0.75 homo_lumo_gap_ha="0.125 / 0.321"
C 0.01 -0.46 -1.59 -0.5225
O -1.04 -1.25 -2.10 -0.4021
C 0.03 -0.42 -0.11 -0.2582
C 1.21 0.05 0.67 -0.1899
C 1.23 -0.80 1.98 -0.2834
O 1.84 -1.83 2.15 -0.5186
N -1.07 0.53 0.36 -1.2934
H -0.02 0.57 -2.00 0.3433
H 1.05 -0.90 -1.84 0.2708
H -0.70 -2.14 -2.30 0.3230
H -0.16 -1.44 0.15 -0.2557
H 1.12 1.21 0.92 0.2494
H 2.17 -0.17 0.10 0.3688
H 0.52 -0.37 2.79 0.3981
H -1.05 1.44 -0.22 0.4854
H -2.07 0.16 0.27 0.7311
H -0.95 0.62 1.35 0.6872
H -2.13 3.57 -0.51 0.2848
H -0.72 3.64 -1.17 0.3113
O -1.36 3.06 -0.77 -0.7294


No. 3
259
Properties=species:S:1:pos:R:3:mulliken_charge:R:1 method="wB97M-V/def2-TZVPD" total_charge=+3 spin_multiplicity=1 homo_lumo_gap_ha=0.326
C 19.39 20.03 11.42 -0.4886
O 18.93 19.36 12.57 -0.2940
C 18.93 20.21 13.74 -0.0727
C 17.82 21.27 13.62 0.0353
N 16.46 20.68 13.55 1.3938
H 16.48 19.89 12.89 0.6558
H 16.06 20.15 14.42 -0.1335
C 15.43 21.63 13.05 -0.5386
C 15.65 21.84 11.53 -0.6542
O 15.70 20.57 10.90 -0.2899
C 15.74 20.56 9.50 -0.8588
H 20.41 20.44 11.59 0.1514
H 18.76 20.87 11.05 0.0074
H 19.53 19.30 10.64 0.4404
H 19.89 20.73 13.81 1.0084
H 18.63 19.56 14.58 -0.5455
H 18.00 21.88 12.75 0.5271
H 17.93 21.99 14.44 -1.7040
H 15.41 22.53 13.64 0.1716
H 14.50 21.05 13.14 0.3861
H 16.59 22.38 11.40 0.3288
H 14.85 22.43 11.08 0.6262
H 15.90 19.55 9.14 0.2570
H 16.53 21.23 9.16 0.3555
H 14.79 20.91 9.07 0.3275
C 16.75 16.08 14.22 0.4063
O 15.61 15.16 14.17 -0.5666
C 15.65 14.17 15.21 0.4616
C 14.73 13.02 14.66 -1.2710
N 13.41 13.58 14.28 -0.0196
H 13.01 14.05 15.13 0.3995
H 13.52 14.33 13.58 0.4545
C 12.51 12.59 13.65 -0.6319
C 11.13 13.13 13.41 -0.5302
O 11.34 14.40 12.76 -0.3369
C 10.07 15.08 12.50 -0.7471
H 16.51 16.93 14.85 -0.1850
H 16.96 16.35 13.20 0.4536
H 17.63 15.60 14.66 -0.3709
H 15.24 14.51 16.17 0.3191
H 16.64 13.75 15.35 -0.2944
H 14.53 12.29 15.44 0.6357
H 15.20 12.63 13.75 0.3911
H 12.49 11.69 14.24 0.3786
H 13.03 12.30 12.72 0.3725
H 10.66 13.34 14.36 0.3985
H 10.48 12.43 12.84 0.4085
H 9.68 14.71 11.57 0.2757
H 10.29 16.14 12.55 0.2587
H 9.39 14.89 13.33 0.3466
C 26.63 14.05 17.33 -0.4586
O 25.73 12.97 17.57 -0.3087
C 25.01 12.50 16.39 -0.9683
C 24.06 13.61 15.85 -0.4709
N 23.07 13.92 16.97 1.5694
H 23.60 14.67 17.55 0.5199
H 22.37 14.53 16.52 -0.9280
C 22.48 12.77 17.80 -1.4941
C 21.59 13.45 18.88 0.5376
O 22.46 14.19 19.72 -0.5220
C 21.70 14.99 20.59 -0.5271
H 27.35 13.72 16.61 0.3606
H 27.00 14.23 18.31 0.2334
H 26.08 14.88 16.90 0.1009
H 24.37 11.68 16.69 0.3813
H 25.73 12.22 15.63 0.5030
H 23.54 13.32 14.93 0.2723
H 24.57 14.57 15.69 0.3440
H 23.32 12.34 18.36 0.7755
H 21.94 12.06 17.17 0.3144
H 21.04 12.73 19.50 0.6272
H 20.89 14.16 18.38 -0.4883
H 21.07 15.75 20.15 0.0177
H 22.39 15.54 21.22 0.4526
H 21.02 14.43 21.24 0.2315
C 20.08 13.01 14.95 -0.6442
O 20.54 14.41 14.92 0.7035
C 20.61 14.80 13.51 -1.5935
C 20.83 16.34 13.36 0.0074
N 22.18 16.74 13.85 0.5684
H 22.28 16.68 14.93 -0.4488
H 22.89 16.16 13.41 0.5193
C 22.42 18.19 13.43 0.7811
C 23.06 18.33 12.12 -0.9909
O 22.19 17.68 11.11 -0.2213
C 22.81 17.85 9.77 -0.8289
H 20.69 12.44 14.27 0.5661
H 19.07 12.98 14.53 0.2185
H 20.10 12.61 15.97 -0.4329
H 19.72 14.49 12.98 0.4179
H 21.54 14.37 13.13 0.4694
H 20.03 16.77 13.94 -0.1396
H 20.74 16.58 12.31 0.6279
H 23.03 18.66 14.21 -0.0979
H 21.44 18.68 13.55 -0.5022
H 24.05 17.84 12.09 0.4639
H 23.19 19.41 11.89 0.5724
H 23.84 17.48 9.72 0.3134
H 22.81 18.92 9.60 0.3171
H 22.21 17.31 9.04 0.2633
C 21.21 22.64 20.59 -0.7818
O 20.25 22.92 19.56 0.0833
C 19.29 23.88 20.07 -0.7744
C 18.51 24.31 18.79 -0.6869
N 17.98 23.04 18.14 2.3348
H 18.59 22.88 17.34 -0.1654
H 18.03 22.26 18.80 -0.4107
C 16.61 23.12 17.57 0.9133
C 16.52 24.23 16.51 -1.1818
O 17.56 23.82 15.61 0.5704
C 17.94 24.82 14.66 -1.1709
H 20.70 22.38 21.54 0.1792
H 21.86 23.48 20.78 0.3738
H 21.77 21.82 20.15 0.1569
H 19.62 24.74 20.64 0.7005
H 18.60 23.30 20.70 -0.0066
H 19.22 24.73 18.09 0.1863
H 17.69 24.98 19.07 0.6521
H 15.92 23.27 18.40 -0.3128
H 16.34 22.17 17.06 -0.4228
H 16.80 25.20 16.92 0.4956
H 15.49 24.30 16.12 0.3792
H 17.25 24.92 13.82 0.2723
H 18.92 24.55 14.26 0.2242
H 18.03 25.80 15.14 0.3865
C 18.27 21.40 25.25 -0.6529
O 17.90 20.07 25.55 -0.2787
C 16.49 19.83 25.91 -0.5142
C 16.55 18.28 26.20 -0.6112
N 17.47 17.62 25.23 0.1928
H 18.46 17.98 25.10 0.4501
H 17.59 16.63 25.44 0.4865
C 16.92 17.76 23.84 0.7011
C 15.53 17.19 23.69 -1.0113
O 14.51 18.07 23.99 -0.2543
C 13.32 17.82 23.30 -0.6579
H 19.34 21.30 25.38 0.2513
H 17.90 22.07 26.01 0.4155
H 18.06 21.68 24.21 0.0592
H 15.84 19.95 25.05 0.1597
H 16.02 20.30 26.78 0.5273
H 15.52 17.93 25.98 0.3935
H 16.80 18.03 27.22 0.5217
H 17.62 17.35 23.10 -0.3930
H 16.94 18.83 23.62 -0.2976
H 15.44 16.25 24.29 0.3263
H 15.34 16.80 22.68 0.6074
H 12.61 18.60 23.57 0.2252
H 12.86 16.85 23.50 0.3100
H 13.54 17.83 22.22 0.2170
C 18.44 15.52 17.60 -0.2314
O 19.15 16.70 17.98 0.7454
C 19.51 17.46 16.86 1.2488
C 20.22 18.71 17.28 -0.0205
N 19.30 19.67 18.08 2.0968
H 19.62 20.62 17.89 -0.7094
H 18.35 19.58 17.70 0.3849
C 19.33 19.36 19.53 1.2030
C 17.97 19.49 20.15 0.4949
O 17.52 20.85 20.04 0.4083
C 16.54 21.14 21.01 -0.0449
H 19.00 14.82 16.94 -0.6312
H 17.53 15.85 17.09 0.4122
H 18.22 14.95 18.51 -0.5223
H 18.64 17.71 16.25 -0.6034
H 20.19 16.91 16.20 0.1544
H 20.64 19.24 16.42 -0.8662
H 21.06 18.47 17.95 0.1060
H 20.13 19.92 20.03 -0.3353
H 19.49 18.28 19.59 -0.5041
H 17.94 19.19 21.20 -0.6750
H 17.23 18.86 19.60 -0.3152
H 17.02 21.09 22.00 -0.4839
H 15.72 20.41 20.95 0.2292
H 16.18 22.14 20.79 -0.0507
C 16.43 13.92 20.85 -1.1986
C 17.93 13.69 20.94 1.4873
N 18.45 12.71 21.91 0.7925
C 18.30 12.77 23.23 -0.1115
C 18.77 11.64 23.79 -0.8579
N 19.20 10.89 22.74 0.1873
C 19.01 11.57 21.65 -0.2310
C 19.99 9.62 22.87 -0.8914
H 15.92 13.01 20.62 0.3367
H 16.39 14.73 20.12 0.1703
H 16.06 14.30 21.79 0.3924
H 18.33 14.68 21.18 -0.2117
H 18.28 13.39 19.96 -0.9564
H 17.91 13.64 23.76 0.3623
H 18.87 11.40 24.82 0.4351
H 19.19 11.17 20.67 0.4208
H 20.44 9.47 21.88 0.3222
H 19.29 8.82 23.05 0.3201
H 20.74 9.82 23.62 0.3923
C 11.39 21.09 21.33 -1.3967
C 12.74 21.06 20.63 -0.3872
N 12.86 22.00 19.45 0.6386
C 12.87 21.68 18.11 -0.0416
C 12.76 22.80 17.43 -1.0555
N 12.61 23.79 18.43 0.2536
C 12.64 23.28 19.59 -0.7305
C 12.46 25.23 18.18 -0.8068
H 11.19 22.15 21.42 0.3883
H 11.57 20.65 22.30 0.3480
H 10.54 20.62 20.82 0.3414
H 12.96 20.07 20.28 0.3859
H 13.44 21.53 21.31 0.1954
H 13.08 20.68 17.80 0.1142
H 12.86 23.00 16.39 0.5926
H 12.47 23.84 20.49 0.9552
H 11.51 25.37 17.69 0.4158
H 13.28 25.66 17.61 0.2430
H 12.49 25.75 19.11 0.3937
C 23.83 18.43 17.42 -1.1880
C 23.54 16.97 17.21 0.2491
O 22.62 16.65 16.36 0.0037
O 24.07 16.15 18.02 -0.6901
H 23.41 18.67 18.39 0.1682
H 23.46 19.04 16.61 0.0400
H 24.90 18.60 17.44 0.5489
C 14.90 18.26 17.28 -1.1660
C 15.70 19.19 16.43 0.3343
O 15.02 19.80 15.50 -0.8809
O 16.93 19.27 16.62 -0.7305
H 14.56 17.40 16.70 0.0913
H 13.96 18.75 17.58 0.1991
H 15.52 17.88 18.08 0.1363
C 16.21 25.75 22.04 0.5198
F 16.83 26.72 21.40 -0.2295
F 17.06 24.72 22.17 -0.2182
F 15.93 26.07 23.29 -0.2263
S 14.68 25.09 21.19 1.0997
O 15.24 24.87 19.88 -0.6053
O 14.34 23.92 21.95 -0.6552
O 13.74 26.20 21.21 -0.6803
C 17.35 11.64 17.67 0.3584
F 16.22 12.29 18.01 -0.2449
F 17.29 11.43 16.37 -0.2315
F 18.34 12.55 17.87 -0.0520
S 17.51 10.08 18.79 1.1152
O 18.96 9.97 18.80 -0.6665
O 16.96 10.70 19.98 -0.5955
O 16.69 9.21 18.01 -0.6649
C 22.42 22.92 16.74 0.2638
F 22.89 22.20 17.78 -0.1958
F 21.89 24.06 17.21 -0.2111
F 23.45 23.20 15.93 -0.2041
S 21.13 22.06 15.73 1.0821
O 20.09 21.81 16.74 -1.2944
O 20.78 23.07 14.78 -0.7197
O 21.75 20.84 15.26 -0.5967
C 21.20 19.40 22.83 0.4410
F 21.88 19.36 21.68 -0.1903
F 21.94 20.04 23.77 -0.2545
F 20.13 20.23 22.61 -0.1007
S 20.56 17.74 23.35 0.9961
O 19.74 17.42 22.20 -0.3289
O 21.78 17.03 23.51 -0.6934
O 19.86 18.13 24.53 -0.8824


No. 4
23
Properties=species:S:1:pos:R:3:mulliken_charge:R:1 method="wB97M-V/def2-TZVPD" total_charge=+1 relative_energy_ev=0.3319 spin_multiplicity=2 s_squared=0.75 homo_lumo_gap_ha="0.438 / 0.191"
C 0.12 -0.62 -0.85 -0.1766
C -0.23 -1.20 0.47 -0.4685
C -0.65 -0.04 1.52 -0.2275
C -1.82 -0.47 2.36 -1.3067
C 1.50 -0.68 -1.38 -1.1790
H -0.53 -1.29 -1.52 0.2465
H -0.40 0.32 -1.10 0.4698
H 0.62 -1.79 0.80 0.3955
H -1.00 -1.97 0.42 0.4899
H -0.86 0.85 0.94 0.3940
H 0.28 0.08 2.09 0.3191
H -2.31 0.45 2.72 0.3676
H -2.61 -0.92 1.75 0.4002
H -1.56 -0.99 3.28 0.3458
H 1.98 -1.64 -1.25 0.3989
H 1.49 -0.29 -2.38 0.3581
H 2.19 0.00 -0.83 0.1538
H -1.85 1.10 -3.04 0.3380
H -0.45 1.30 -3.64 0.3351
O -0.98 1.49 -2.85 -0.6659
H 2.85 1.52 0.71 0.3161
H 1.81 2.57 0.56 0.3238
O 2.41 2.20 1.23 -0.6281


No. 5
66
Properties=species:S:1:pos:R:3:mulliken_charge:R:1 method="wB97M-V/def2-TZVPD" total_charge=+1 relative_energy_ev=0.1884 spin_multiplicity=4 s_squared=3.76 homo_lumo_gap_ha="0.259 / 0.325"
V 0.52 0.06 0.19 0.3721
O -2.77 -1.96 -1.15 -0.7689
C -1.68 -1.43 -0.94 -0.1951
N -1.09 -1.12 0.21 0.5122
C -1.74 -1.38 1.47 -1.3998
C -1.12 -0.52 2.56 0.4500
C -1.76 -0.36 3.79 -0.9715
C -1.15 0.40 4.77 -0.4002
C 0.08 0.99 4.52 -0.9278
C 0.64 0.81 3.27 -0.2858
N 0.05 0.09 2.30 0.6339
C -0.80 -1.03 -2.15 0.4276
C -1.24 -1.29 -3.43 -0.4745
C -0.42 -0.93 -4.50 -0.5065
C 0.81 -0.34 -4.24 -0.9141
C 1.17 -0.11 -2.92 -0.7891
N 0.39 -0.44 -1.90 1.0683
H -1.62 -2.43 1.77 0.4502
H -2.83 -1.22 1.42 0.4674
H -2.71 -0.83 3.95 0.5274
H -1.64 0.54 5.73 0.4399
H 0.59 1.59 5.26 0.4584
H 1.59 1.26 3.01 0.5513
H -2.20 -1.76 -3.56 0.5871
H -0.74 -1.11 -5.51 0.4620
H 1.48 -0.06 -5.04 0.4759
H 2.13 0.33 -2.67 0.5234
C -2.16 1.81 0.32 -1.0105
N -0.76 1.92 -0.21 1.6090
C -0.11 3.06 0.50 -0.8461
N -0.84 4.31 0.35 0.0171
C -2.20 4.12 0.87 -0.7106
N -2.90 3.05 0.17 0.1463
C -2.96 3.38 -1.26 -0.6543
N -1.61 3.55 -1.83 0.1280
C -0.88 2.32 -1.65 -0.8245
C -0.93 4.62 -1.08 -0.6752
H -2.09 1.55 1.38 0.1401
H -2.66 1.01 -0.22 0.1249
H 0.90 3.18 0.10 0.1909
H -0.06 2.81 1.56 0.3438
H -2.76 5.05 0.75 0.3542
H -2.14 3.87 1.93 0.3443
H -3.52 4.31 -1.39 0.3507
H -3.47 2.58 -1.80 0.3531
H 0.13 2.43 -2.05 0.1723
H -1.38 1.52 -2.19 0.0749
H -1.49 5.55 -1.21 0.3460
H 0.07 4.75 -1.49 0.3484
O 4.24 -1.48 -0.68 -0.7557
C 3.28 -1.46 0.09 0.3886
O 2.50 -0.49 0.33 -0.7522
C 3.00 -2.74 0.91 -0.3118
N 4.08 -3.71 0.47 -0.0373
C 3.43 -4.85 -0.29 -0.7193
C 2.07 -4.29 -0.67 -0.6127
C 1.69 -3.45 0.54 0.1158
H 3.11 -2.53 1.97 0.4785
H 4.66 -4.04 1.24 0.3404
H 4.66 -3.11 -0.17 0.4079
H 3.35 -5.69 0.39 0.3465
H 4.08 -5.12 -1.12 0.3865
H 1.36 -5.09 -0.86 0.5304
H 2.14 -3.68 -1.57 0.1761
H 1.35 -4.08 1.36 0.5039
H 0.91 -2.73 0.33 -0.5822


No. 6
109
Properties=species:S:1:pos:R:3:mulliken_charge:R:1 method="wB97M-V/def2-TZVPD" total_charge=+1 spin_multiplicity=1 homo_lumo_gap_ha=0.217
C 8.90 2.45 -0.04 -0.5399
O 7.50 2.43 0.18 -0.3329
C 6.93 1.18 -0.15 -0.4469
C 5.66 0.90 0.75 -0.5718
C 4.79 -0.15 -0.06 -0.6479
C 3.65 -0.75 0.84 -0.7168
C 2.19 -0.31 0.41 -0.4129
C 1.26 -1.57 0.61 -0.8170
C -0.24 -1.17 0.84 -0.6756
C -1.18 -1.48 -0.39 -0.5529
C -2.67 -1.38 0.15 -0.9506
C -3.72 -1.03 -0.96 -0.9849
C -4.57 0.22 -0.52 1.1677
C -4.91 1.21 -1.70 -0.7849
C -5.44 2.56 -1.03 -0.8891
C -6.20 2.32 0.32 0.0003
C -5.35 2.58 1.62 -1.1576
C -5.64 3.96 2.29 -0.6593
C -4.63 4.09 3.50 -0.4674
Cl -3.99 5.79 3.64 -0.1930
N -6.87 0.99 0.27 0.1631
C -5.91 -0.16 0.16 -1.1813
O -6.65 -1.16 -0.56 -0.0869
N -6.66 -2.36 0.16 0.1903
O -7.70 -2.52 0.66 -0.2624
H 9.39 1.46 0.08 0.2552
H 9.35 3.14 0.71 0.2101
H 9.18 2.86 -1.04 0.2806
H 6.56 1.15 -1.20 0.2158
H 7.62 0.32 0.00 0.3062
H 5.11 1.85 0.91 0.2335
H 5.95 0.48 1.73 0.3048
H 4.43 0.32 -1.00 0.3731
H 5.50 -0.95 -0.34 0.3258
H 3.74 -1.85 0.79 0.3895
H 3.81 -0.37 1.87 0.3218
H 2.20 0.04 -0.65 0.2466
H 1.83 0.48 1.11 0.2297
H 1.61 -2.02 1.56 0.4004
H 1.41 -2.34 -0.17 0.3680
H -0.35 -0.12 1.18 0.3396
H -0.63 -1.83 1.66 0.3365
H -0.99 -0.79 -1.24 0.2997
H -1.03 -2.53 -0.70 0.2806
H -2.89 -2.37 0.60 0.3785
H -2.64 -0.66 1.00 0.4831
H -4.37 -1.93 -1.06 0.2898
H -3.26 -0.89 -1.97 0.5944
H -3.92 0.81 0.16 0.0192
H -4.01 1.45 -2.28 0.5278
H -5.66 0.77 -2.41 -0.0754
H -6.17 3.01 -1.74 0.3823
H -4.60 3.26 -0.89 0.3405
H -7.03 3.08 0.34 0.6495
H -5.46 1.72 2.32 0.2862
H -4.28 2.60 1.30 0.4299
H -6.67 3.97 2.70 0.3767
H -5.43 4.77 1.58 0.3460
H -5.06 3.73 4.45 0.3581
H -3.74 3.46 3.24 0.2931
H -7.55 0.86 1.03 0.4318
H -7.41 0.97 -0.61 0.3310
H -5.74 -0.53 1.19 0.5562
C 13.50 2.71 3.15 -0.7940
O 12.71 1.78 3.87 -0.2967
C 11.36 1.72 3.45 -0.3795
C 10.85 0.29 3.40 -0.3905
O 11.40 -0.52 2.36 -0.4478
C 12.78 -0.87 2.45 -0.3067
C 13.13 -1.82 3.58 -0.5440
O 13.06 -1.18 4.84 -0.2825
C 12.49 -1.98 5.86 -0.8132
H 13.31 3.73 3.51 0.3134
H 14.54 2.46 3.31 0.2452
H 13.30 2.65 2.07 0.3551
H 11.23 2.18 2.46 0.2169
H 10.76 2.29 4.17 0.3940
H 9.78 0.33 3.18 0.4685
H 10.95 -0.20 4.37 0.0840
H 13.41 0.02 2.46 0.1106
H 13.00 -1.39 1.51 0.4074
H 14.16 -2.17 3.45 0.3908
H 12.47 -2.69 3.54 0.3450
H 11.58 -2.48 5.50 0.3730
H 12.21 -1.32 6.68 0.2327
H 13.21 -2.72 6.21 0.3183
C -9.47 -1.24 -1.95 -0.0188
O -9.15 -1.12 -3.32 -0.3194
C -8.01 -1.87 -3.71 0.0084
C -8.21 -2.54 -5.06 -0.5379
O -9.15 -3.62 -5.07 -0.4722
C -10.52 -3.31 -4.87 -0.2592
C -11.18 -2.53 -5.99 -0.5396
O -10.73 -1.18 -6.03 -0.2696
C -10.51 -0.69 -7.33 -0.8276
H -8.81 -0.61 -1.35 -0.5238
H -10.50 -0.91 -1.82 0.3901
H -9.40 -2.28 -1.62 0.3901
H -7.76 -2.63 -2.97 0.2797
H -7.16 -1.17 -3.79 0.0541
H -7.26 -3.00 -5.35 0.4536
H -8.45 -1.82 -5.84 0.1519
H -10.68 -2.83 -3.90 0.0229
H -11.02 -4.28 -4.81 0.4243
H -12.27 -2.51 -5.82 0.3985
H -10.99 -3.04 -6.94 0.3565
H -9.96 -1.42 -7.94 0.3894
H -9.90 0.21 -7.25 0.2313
H -11.46 -0.44 -7.82 0.3118


| no. | energy (hartree) |
| --- | --- |
| 1 | -265.759924 |
| 2 | -439.913387 |
| 3 | -8096.064936 |
| 4 | -350.177208 |
| 5 | -2502.734448 |
| 6 | -2467.075683 |